{
  "formula": "C4H6N2",
  "method": "the ωB97M-V functional and the def2-TZVPD basis",
  "species": ["C", "N", "C", "C", "N", "C", "H", "H", "H", "H", "H", "H"],
  "xyz": [[0.450, -0.734, 1.434], [0.069, -0.266, 0.116], [-0.800, 0.784, -0.037], [-0.742, 1.135, -1.352], [0.125, 0.312, -2.028], [0.594, -0.510, -1.121], [0.662, 0.140, 2.059], [-0.362, -1.299, 1.900], [1.350, -1.348, 1.383], [-1.368, 1.150, 0.805], [-1.264, 1.953, -1.829], [1.288, -1.318, -1.329]],
  "forces_ev_per_a": [[0.063, -0.110, 0.099], [-0.044, 0.181, -0.121], [-0.021, 0.070, -0.017], [-0.149, 0.126, -0.026], [-0.035, -0.063, 0.205], [0.045, -0.054, 0.073], [0.056, -0.216, -0.053], [0.154, -0.023, -0.110], [-0.135, -0.003, -0.066], [0.092, 0.102, -0.142], [0.037, -0.201, -0.066], [-0.063, 0.191, 0.223]],
  "de_lowest_ev": 0.408,
  "smiles": "Cn1ccnc1",
  "homo_lumo_gap_ha": 0.3554
}

---

{
  "formula": "C4H7BrO",
  "method": "the ωB97M-V functional and the def2-TZVPD basis",
  "species": ["C", "C", "C", "C", "O", "Br", "H", "H", "H", "H", "H", "H", "H"],
  "xyz": [[-1.076, 1.093, -2.679], [-0.216, 0.404, -1.675], [1.265, -0.846, 0.970], [-0.050, -0.328, 1.045], [-1.143, -0.319, -2.473], [1.597, 0.170, -1.993], [-1.941, 1.662, -2.410], [-0.533, 1.495, -3.574], [1.821, -0.866, 1.954], [1.911, -0.448, 0.254], [1.177, -1.961, 0.813], [-0.224, 0.713, 0.940], [-0.988, -0.910, 1.113]],
  "forces_ev_per_a": [[1.550, 0.636, 0.110], [-2.291, -0.452, -0.798], [0.723, -4.036, 2.488], [-2.515, 0.918, -1.024], [1.178, 0.295, 0.468], [0.824, 0.022, -0.823], [-0.436, 0.124, 0.362], [-0.661, -0.784, 0.552], [-0.472, 0.545, -0.580], [0.859, 0.807, -0.882], [0.331, 0.948, -0.276], [-0.050, 0.884, 0.347], [0.962, 0.093, 0.055]],
  "de_lowest_ev": 5.501,
  "homo_lumo_gap_ha": [0.3365, 0.2684]
}

---

{
  "formula": "C6H14N2O2",
  "method": "the ωB97M-V functional and the def2-TZVPD basis",
  "species": ["C", "N", "C", "C", "O", "H", "H", "H", "H", "H", "H", "H", "C", "N", "C", "C", "O", "H", "H", "H", "H", "H", "H", "H"],
  "xyz": [[-1.566, -1.638, -3.520], [-2.544, -1.571, -4.592], [-1.939, -1.376, -5.916], [-3.917, -1.696, -4.367], [-4.740, -2.021, -5.262], [-2.130, -1.937, -2.621], [-0.956, -0.752, -3.274], [-0.890, -2.463, -3.802], [-2.328, -2.125, -6.625], [-0.837, -1.394, -5.955], [-2.286, -0.378, -6.232], [-4.135, -1.426, -3.306], [2.990, -7.688, 2.222], [3.207, -6.208, 2.165], [4.488, -5.744, 1.495], [2.634, -5.424, 3.130], [2.983, -4.347, 3.491], [3.354, -8.241, 1.341], [1.901, -7.846, 2.311], [3.479, -8.098, 3.122], [5.005, -6.629, 1.089], [5.176, -5.218, 2.179], [4.238, -5.068, 0.660], [1.625, -5.832, 3.383]],
  "forces_ev_per_a": [[-0.636, -0.952, 0.681], [0.109, 0.399, 0.085], [-1.415, 0.185, -0.666], [0.209, -0.591, -2.580], [2.121, 1.259, 2.672], [0.538, 0.105, -0.087], [-0.480, 0.014, -0.513], [-0.023, 0.284, 0.478], [0.156, 0.336, 0.216], [-0.581, -0.128, 0.614], [0.343, -0.365, -0.378], [-0.340, -0.546, -0.520], [-0.466, 0.784, 0.527], [1.995, -0.648, -0.732], [-0.735, -0.337, 0.356], [-1.614, -1.518, -1.483], [0.917, 1.429, 0.494], [-0.140, 0.694, 0.257], [0.439, -0.139, -0.023], [-0.132, -0.035, -0.366], [-0.280, 0.409, 0.199], [-0.490, -0.236, -0.102], [0.086, -0.244, 0.392], [0.419, -0.161, 0.479]],
  "de_lowest_ev": 2.441,
  "smiles": "CN(C)C=O.CN(C)C=O",
  "homo_lumo_gap_ha": 0.3670
}

---

{
  "formula": "C5H14",
  "method": "the ωB97M-V functional and the def2-TZVPD basis",
  "species": ["C", "C", "H", "H", "H", "H", "H", "H", "C", "C", "C", "H", "H", "H", "H", "H", "H", "H", "H"],
  "xyz": [[-1.949, -0.874, 1.962], [-2.452, 0.036, 0.856], [-2.350, -1.862, 1.790], [-0.857, -0.877, 2.074], [-2.198, -0.438, 2.937], [-1.722, 0.031, 0.022], [-2.527, 1.093, 1.097], [-3.438, -0.148, 0.487], [1.470, 0.520, -0.552], [1.065, -0.975, -0.670], [2.007, 1.311, -1.683], [2.285, 0.449, 0.218], [0.613, 1.035, -0.104], [1.963, -1.511, -0.898], [0.682, -1.475, 0.217], [2.490, 0.729, -2.474], [2.741, 2.079, -1.408], [0.222, -0.974, -1.389], [1.214, 1.886, -2.179]],
  "forces_ev_per_a": [[-0.010, 1.046, 0.546], [1.240, 1.042, -0.550], [0.157, -0.350, 0.495], [0.012, -0.295, -0.579], [-0.624, -0.584, -0.078], [-0.535, -0.212, -0.154], [0.332, 0.152, 0.571], [-0.492, -0.793, -0.299], [-0.978, 1.093, -0.074], [0.381, -0.604, 1.001], [-0.412, 0.851, -0.750], [0.505, -0.844, -0.272], [-0.276, -0.168, -0.402], [0.466, -0.316, -0.571], [-0.338, 0.096, 0.214], [0.470, -0.500, 0.422], [0.180, -0.017, 0.092], [-0.001, 0.434, 0.010], [-0.079, -0.032, 0.378]],
  "de_lowest_ev": 0.619,
  "total_charge": 1,
  "spin_multiplicity": 2,
  "homo_lumo_gap_ha": [0.4310, 0.1452]
}

---

It is found that the E_tot values, taken in the order of the records, are -265.52058; -2805.65365; -496.96782; -198.46423 Ha.